(1)
56
Properties=species:S:1:pos:R:3 method="wB97M-V/def2-TZVPD" charge=0 de_lowest_kcal_mol=50.08 homo_energy_ha=-0.398 smiles="O=C1OC[C@@H](F)O1.O=C1OC[C@@H](F)O1.COC(=O)OC.COC(=O)OC.COC(=O)OC"
O -5.40 -1.15 -1.95
C -4.22 -1.16 -2.02
O -3.50 -1.00 -3.15
C -2.13 -1.08 -2.90
C -2.10 -0.79 -1.41
F -2.04 0.45 -1.16
O -3.41 -1.15 -1.01
H -1.61 -2.00 -3.17
H -1.46 -0.36 -3.36
H -1.25 -1.33 -0.98
O 1.13 0.01 -4.55
C 1.41 1.07 -4.04
O 0.81 1.52 -2.92
C 1.15 2.90 -2.80
C 2.41 3.02 -3.72
F 3.56 2.70 -3.14
O 2.09 2.05 -4.69
H 0.41 3.67 -3.03
H 1.51 3.01 -1.78
H 2.51 3.97 -4.24
C 3.68 -3.09 0.77
O 4.37 -3.85 1.76
C 4.63 -5.23 1.46
O 4.36 -5.86 0.46
O 5.37 -5.70 2.46
C 6.09 -6.92 2.34
H 4.41 -2.67 0.07
H 3.13 -2.22 1.11
H 3.15 -3.64 -0.01
H 6.75 -6.98 3.21
H 6.72 -6.89 1.45
H 5.55 -7.86 2.22
C -3.36 2.76 0.90
O -4.39 3.75 1.32
C -5.30 3.35 2.16
O -5.53 2.23 2.52
O -5.91 4.48 2.55
C -6.87 4.28 3.65
H -2.43 3.02 1.41
H -3.21 3.00 -0.15
H -3.60 1.70 0.95
H -7.65 5.04 3.55
H -6.28 4.54 4.53
H -7.36 3.31 3.65
C -0.92 0.09 2.08
O 0.49 0.30 2.15
C 1.13 0.30 0.91
O 0.82 -0.33 -0.13
O 2.27 0.94 1.03
C 3.24 0.90 0.04
H -1.07 -0.91 1.68
H -1.43 0.79 1.41
H -1.40 0.29 3.03
H 3.68 -0.10 0.07
H 4.10 1.51 0.31
H 2.88 1.31 -0.90



(2)
56
Properties=species:S:1:pos:R:3 method="wB97M-V/def2-TZVPD" charge=-2 de_lowest_kcal_mol=245.04 homo_energy_ha=0.031
Sr -0.59 0.07 -0.10
F -4.07 1.35 -2.51
C -3.56 2.40 -1.88
F -3.19 3.32 -2.79
F -4.54 2.95 -1.14
S -2.14 2.06 -0.71
O -2.82 1.15 0.19
O -2.03 3.43 -0.29
N -1.29 1.17 -1.70
S -0.05 0.90 -2.71
O 1.09 1.72 -3.09
O -0.03 -0.50 -3.00
C -0.95 1.45 -4.29
F -0.22 0.93 -5.30
F -2.20 1.03 -4.45
F -0.93 2.79 -4.47
C 0.78 -4.08 0.64
N 1.13 -2.73 0.28
C 1.69 -2.68 -1.05
C 1.97 -2.08 1.28
C 1.23 -1.89 2.59
C 1.88 -2.19 3.79
C 1.22 -2.03 5.01
C -0.11 -1.62 4.99
C -0.73 -1.33 3.78
C -0.10 -1.41 2.52
H 1.68 -4.74 0.70
H 0.09 -4.47 -0.11
H 0.26 -4.08 1.60
H 2.63 -3.26 -1.14
H 1.87 -1.63 -1.33
H 0.94 -3.04 -1.76
H 2.18 -1.08 0.88
H 2.91 -2.65 1.44
H 2.91 -2.54 3.78
H 1.73 -2.24 5.94
H -0.65 -1.51 5.93
H -1.78 -1.03 3.81
C -2.25 -2.55 -0.79
H -3.23 -2.09 -0.92
H -2.21 -3.34 -0.04
H -1.68 -2.73 -1.71
C -0.13 2.01 0.98
Si 0.94 2.08 -0.59
C 0.41 3.68 -1.51
C 2.45 2.92 0.21
O 1.23 0.53 -0.92
H 0.44 1.54 1.77
H -1.12 1.58 0.93
H -0.25 3.05 1.24
H 0.18 4.45 -0.77
H -0.42 3.64 -2.20
H 1.28 3.98 -2.10
H 2.06 3.81 0.71
H 3.16 3.24 -0.56
H 2.97 2.31 0.95



(3)
52
Properties=species:S:1:pos:R:3 method="wB97M-V/def2-TZVPD" multiplicity=5 charge=+1 de_lowest_kcal_mol=19.94 homo_energy_ha="-0.377 / -0.453" s_squared=6.0925
O 0.07 -1.99 -4.69
H -0.90 -1.90 -4.55
Ir -0.32 0.01 -0.46
N 1.18 -1.05 -1.19
N -1.03 -1.83 -0.20
N 0.42 1.86 -0.61
N -1.63 1.06 0.60
O 2.33 -0.56 -1.38
O 1.44 2.28 -1.41
O -2.69 0.50 1.22
O -2.13 -2.10 0.43
C -0.31 -2.84 -0.81
C 0.91 -2.40 -1.38
C -0.21 2.80 0.11
C -1.37 2.35 0.79
C 1.87 -3.21 -2.17
H 2.00 -2.78 -3.17
H 1.48 -4.22 -2.31
H 2.85 -3.29 -1.69
C -0.93 -4.18 -0.88
H -1.92 -4.12 -1.35
H -1.09 -4.61 0.12
H -0.32 -4.87 -1.46
C 0.30 4.19 0.16
C -2.18 3.19 1.71
H 0.94 4.40 -0.69
H 0.86 4.36 1.09
H -0.55 4.89 0.16
H -2.73 2.55 2.40
H -2.89 3.82 1.16
H -1.53 3.86 2.29
H 1.83 1.47 -1.83
H -2.59 -0.48 1.01
C -1.71 0.18 -1.94
H -1.14 -0.23 -2.78
H -2.02 1.23 -2.07
H -2.67 -0.32 -1.77
O 1.86 0.77 -4.42
H 1.60 -0.02 -4.94
H 1.01 1.09 -4.09
N 3.95 1.55 4.54
C 2.99 1.07 4.09
C 1.79 0.47 3.56
C 0.87 -0.05 4.48
C -0.26 -0.67 3.98
C -0.41 -0.77 2.60
N 0.42 -0.18 1.73
C 1.55 0.39 2.19
H 1.08 0.02 5.54
H -1.05 -1.10 4.59
H -1.24 -1.36 2.21
H 2.24 0.78 1.44



(4)
55
Properties=species:S:1:pos:R:3 method="wB97M-V/def2-TZVPD" multiplicity=5 charge=+2 homo_energy_ha="-0.542 / -0.565" s_squared=6.0143
Ir -0.10 0.47 1.94
N -1.86 0.54 3.75
N -1.28 0.90 4.97
C -0.05 1.43 4.98
N 0.50 1.86 6.10
N 0.55 1.45 3.78
N 1.70 2.14 3.48
O 2.02 2.00 2.30
O 2.30 2.76 4.31
H -2.56 1.23 3.48
H -2.30 -0.37 3.82
H -1.80 0.79 5.83
H 0.00 1.83 6.98
H 1.40 2.31 6.07
C 1.54 -3.77 -2.17
C 0.28 -3.58 -1.40
C -0.95 -4.09 -1.76
C -2.06 -3.81 -0.95
N -1.91 -3.10 0.18
C -0.73 -2.66 0.52
S -0.55 -1.90 2.08
N 0.36 -2.87 -0.25
C -3.42 -4.28 -1.30
H 1.34 -4.20 -3.15
H 2.19 -4.45 -1.62
H 2.07 -2.83 -2.27
H -1.06 -4.67 -2.66
H 1.22 -2.35 -0.06
H -3.59 -4.24 -2.37
H -4.18 -3.70 -0.77
H -3.53 -5.33 -1.00
C 1.47 4.12 -0.81
C 0.32 3.60 -1.68
C 0.34 2.07 -1.85
C -0.75 1.61 -2.86
C -0.88 0.10 -3.02
C 1.70 1.66 -2.44
O 2.16 2.20 -3.40
N 2.36 0.61 -1.82
C 1.91 -0.13 -0.74
O 2.50 -1.13 -0.38
N 0.78 0.34 -0.11
C 0.09 1.40 -0.53
O -0.82 1.78 0.25
H 1.32 5.17 -0.59
H 2.43 4.03 -1.32
H 1.54 3.58 0.14
H 0.37 4.05 -2.67
H -0.63 3.87 -1.23
H -0.50 2.06 -3.82
H -1.71 2.03 -2.53
H 0.04 -0.34 -3.41
H -1.68 -0.13 -3.72
H -1.13 -0.39 -2.07
H 3.25 0.34 -2.21



(5)
52
Properties=species:S:1:pos:R:3 method="wB97M-V/def2-TZVPD" charge=+1 de_lowest_kcal_mol=7.83 homo_energy_ha=-0.481
K -2.97 -15.71 14.97
C -0.22 -18.91 9.98
C -0.01 -18.47 11.46
C -0.09 -16.95 11.56
O -0.98 -16.81 12.65
C -1.45 -17.96 13.00
O -2.23 -18.07 13.95
O -0.92 -18.91 12.29
H 0.04 -19.88 9.68
H 0.59 -18.52 9.37
H -1.15 -18.68 9.55
H 0.94 -18.93 11.85
H -0.36 -16.56 10.64
H 0.86 -16.58 11.93
C -4.64 -18.08 10.33
C -5.53 -17.00 10.83
C -6.85 -17.50 11.31
O -6.67 -17.50 12.73
C -5.55 -16.92 13.08
O -5.20 -16.74 14.23
O -4.80 -16.65 12.05
H -4.36 -18.85 11.05
H -3.60 -17.82 10.15
H -5.10 -18.56 9.41
H -5.67 -16.19 10.09
H -7.14 -18.52 10.95
H -7.57 -16.87 10.99
C -0.70 -11.88 16.95
C -1.80 -11.78 15.82
C -1.30 -10.94 14.60
O -1.36 -11.88 13.53
C -1.66 -13.01 13.89
O -1.86 -14.00 13.15
O -1.92 -13.00 15.26
H 0.26 -12.12 16.58
H -0.96 -12.55 17.82
H -0.53 -10.93 17.35
H -2.80 -11.38 16.24
H -0.24 -10.60 14.64
H -1.87 -10.06 14.48
C -5.62 -12.27 16.97
O -5.45 -11.69 15.66
C -5.07 -12.50 14.69
O -4.76 -13.86 14.89
O -5.04 -11.98 13.48
C -4.60 -12.71 12.31
H -6.23 -13.14 16.92
H -5.98 -11.59 17.71
H -4.71 -12.70 17.20
H -3.64 -12.26 12.04
H -5.32 -12.37 11.54
H -4.59 -13.79 12.45



(6)
52
Properties=species:S:1:pos:R:3 method="wB97M-V/def2-TZVPD" multiplicity=3 charge=+2 de_lowest_kcal_mol=10.06 homo_energy_ha="-0.564 / -0.566" s_squared=2.0148
V 0.74 0.79 -0.69
N 2.89 1.01 -0.80
C 3.42 1.33 0.56
C 2.44 0.86 1.63
N 1.03 1.25 1.32
C 0.67 2.66 1.62
C 1.05 3.60 0.49
N 0.64 3.01 -0.82
H 3.27 1.68 -1.47
H 3.26 0.10 -1.10
H 4.38 0.84 0.72
H 3.59 2.40 0.63
H 2.45 -0.23 1.70
H 2.74 1.26 2.60
H 0.43 0.62 1.85
H -0.41 2.68 1.76
H 1.14 2.98 2.55
H 0.58 4.57 0.65
H 2.13 3.77 0.46
H -0.35 3.21 -0.96
H 1.14 3.48 -1.57
C -4.89 1.95 1.51
C -4.13 2.71 0.42
C -3.20 1.82 -0.34
N -1.92 1.84 -0.24
N -1.30 0.88 -1.03
C -2.16 0.13 -1.71
N -1.82 -0.85 -2.54
S -3.80 0.58 -1.42
H -5.55 2.64 2.04
H -4.20 1.51 2.23
H -5.51 1.16 1.09
H -3.52 3.51 0.85
H -4.83 3.17 -0.28
H -0.85 -1.12 -2.70
H -2.53 -1.36 -3.04
O -0.09 -1.43 1.63
C 0.38 -1.92 0.63
N 0.89 -1.12 -0.41
S 1.60 -2.02 -1.60
O 3.02 -1.84 -1.57
O 0.93 -1.63 -2.83
C 1.10 -3.57 -0.95
C 1.31 -4.82 -1.48
C 0.85 -5.90 -0.72
C 0.23 -5.70 0.50
C 0.04 -4.43 1.02
C 0.48 -3.35 0.28
H 1.81 -4.97 -2.43
H 0.99 -6.90 -1.10
H -0.11 -6.56 1.07
H -0.44 -4.27 1.98



no.,strongest force on any atom (eV/Å)
1,5.29
2,18.06
3,3.29
4,1.36
5,8.12
6,0.56